*w*
This record from the Open Molecules 2025 dataset describes C4H5NO2 in the gas phase. The level of theory is ωB97M-V with the def2-TZVPD basis set.

Computed properties:
- frontier orbital gap (eV) = 9.602
- charge = 0
- spin multiplicity = 1
- HOMO level (eV) = -9.704

Each line ends with the Löwdin charge.
Positions of all 12 atoms, in Å:
H1 -2.052 1.727 0.987  0.129
H2 2.271 -0.131 0.000  0.121
N1 0.332 -0.379 0.948  0.146
O1 -2.514 0.123 -0.166  0.080
H3 0.425 -0.016 -1.664  0.156
C1 -0.202 0.766 0.384  -0.607
O2 0.484 1.759 0.192  0.048
C2 1.440 -0.809 0.160  -0.157
H4 -0.451 -1.424 -0.901  0.105
C3 -1.736 0.854 0.397  -0.147
C4 0.286 -0.656 -0.766  0.013
H5 1.716 -1.814 0.429  0.114



*x*
This record from the Open Molecules 2025 dataset describes a molecular structure, C4H5NO2. The level of theory is ωB97M-V with the def2-TZVPD basis set.

Computed properties:
- frontier orbital gap (spin up / spin down) (eV) = 7.571 / 7.569
- charge = 0
- spin multiplicity = 1
- HOMO level (spin up / spin down) (eV) = -7.923 / -7.921

Each line ends with the Löwdin charge.
Positions of all 12 atoms, in Å:
H1 0.531 -0.750 -0.828  0.210
C1 1.093 0.119 0.173  -0.347
C2 0.020 -0.747 0.302  -0.135
C3 0.957 1.606 0.081  -0.179
C4 -1.283 -0.589 0.553  -0.150
H2 1.905 2.172 0.157  0.133
H3 2.406 -1.175 0.598  0.119
H4 -2.302 -0.960 -1.211  0.104
H5 -3.266 -0.747 0.188  0.089
N1 -2.340 -0.796 -0.209  0.048
O1 2.398 -0.274 0.242  0.027
O2 -0.119 2.140 -0.047  0.081



*y*
This record from the Open Molecules 2025 dataset describes C4H5NO2 in the gas phase. The level of theory is ωB97M-V with the def2-TZVPD basis set.

Computed properties:
- SMILES = O=C[C@]12CCN1O2
- frontier orbital gap (eV) = 10.659
- charge = 0
- spin multiplicity = 1
- HOMO level (eV) = -10.279

Each line ends with the Löwdin charge.
Positions of all 12 atoms, in Å:
C1 0.635 -0.027 -0.069  -0.434
H1 -0.872 1.216 -1.209  0.098
H2 -1.210 1.292 0.550  0.127
O1 1.739 1.714 1.011  0.079
H3 2.751 -0.031 0.655  0.141
H4 -2.083 -1.001 0.558  0.115
C2 -1.328 -0.762 -0.200  -0.130
C3 -0.790 0.671 -0.277  -0.040
H5 -1.584 -1.240 -1.150  0.118
O2 0.923 -1.171 -0.817  0.021
N1 -0.004 -1.247 0.350  0.059
C4 1.823 0.585 0.599  -0.152



*z*
This record from the Open Molecules 2025 dataset describes C4H5NO2 in the gas phase. The level of theory is ωB97M-V with the def2-TZVPD basis set.

Computed properties:
- SMILES = O=C[C@H]1CN1C=O
- frontier orbital gap (eV) = 10.545
- charge = 0
- spin multiplicity = 1
- HOMO level (eV) = -9.918

Each line ends with the Löwdin charge.
Positions of all 12 atoms, in Å:
H1 1.953 1.271 1.382  0.135
O1 -2.533 0.467 -0.776  0.067
H2 -0.716 0.832 -1.582  0.131
H3 -1.318 -1.169 0.754  0.150
H4 0.942 -2.176 -0.021  0.112
N1 0.579 -0.226 0.864  -0.010
O2 0.264 2.029 0.563  0.066
C1 0.696 -1.143 -0.253  -0.052
H5 1.122 -0.758 -1.181  0.121
C2 -0.630 -0.586 0.149  -0.205
C3 -1.333 0.345 -0.801  -0.234
C4 0.974 1.112 0.902  -0.281



Stability check: which of them is most stable? *z*.



*w*
This record from the Open Molecules 2025 dataset describes C4H5NO2 in the gas phase. The level of theory is ωB97M-V with the def2-TZVPD basis set.

Computed properties:
- SMILES = COc1ccon1
- frontier orbital gap (eV) = 10.153
- charge = 0
- spin multiplicity = 1
- HOMO level (eV) = -9.734

Each line ends with the Löwdin charge.
Positions of all 12 atoms, in Å:
N1 -0.165 0.004 1.238  0.146
O1 0.120 1.217 1.847  -0.055
C1 0.114 1.599 -0.326  0.010
C2 -0.387 -2.018 -0.553  -0.064
C3 0.314 2.167 0.893  -0.145
C4 -0.101 0.232 -0.050  -0.403
H1 1.343 2.415 0.576  0.150
H2 -0.405 -2.626 -1.457  0.093
H3 0.415 -2.345 0.118  0.095
O2 -0.160 -0.691 -1.002  -0.045
H4 0.255 2.119 -1.259  0.122
H5 -1.343 -2.073 -0.026  0.096



*x*
This record from the Open Molecules 2025 dataset describes a molecular structure, C4H5NO2. The level of theory is ωB97M-V with the def2-TZVPD basis set.

Computed properties:
- frontier orbital gap (eV) = 9.391
- charge = 0
- spin multiplicity = 1
- HOMO level (eV) = -9.318

Each line ends with the Löwdin charge.
Positions of all 12 atoms, in Å:
H1 -1.849 0.634 0.368  0.220
O1 0.594 1.367 0.517  0.022
C1 1.266 0.228 -0.030  -0.117
C2 0.809 -1.061 0.661  -0.472
H2 0.066 1.424 -1.566  0.153
O2 1.565 -1.794 1.267  0.060
H3 -1.516 -0.088 0.833  0.213
N1 -0.539 -1.254 0.453  0.035
C3 0.086 0.803 -0.675  -0.214
H4 2.287 0.380 -0.366  0.157
C4 -1.013 -0.192 -0.349  -0.202
H5 -1.757 -0.446 -1.111  0.143



*y*
This record from the Open Molecules 2025 dataset describes C4H5NO2 in the gas phase. The level of theory is ωB97M-V with the def2-TZVPD basis set.

Computed properties:
- frontier orbital gap (spin up / spin down) (eV) = 8.281 / 8.282
- charge = 0
- spin multiplicity = 1
- HOMO level (spin up / spin down) (eV) = -8.258 / -8.258

Each line ends with the Löwdin charge.
Positions of all 12 atoms, in Å:
H1 0.987 -1.843 0.136  0.123
C1 -0.360 1.133 0.780  -0.289
H2 1.425 -0.471 1.220  0.124
C2 0.818 -0.778 0.368  -0.162
H3 -1.073 1.654 0.106  0.130
H4 -2.239 -0.616 -0.785  0.147
C3 -1.187 -0.537 -0.544  -0.178
N1 -0.607 -0.501 0.683  -0.004
C4 0.830 0.160 -0.790  -0.101
H5 1.638 0.352 -1.489  0.119
O1 0.126 1.578 1.773  0.067
O2 -0.357 -0.132 -1.460  0.026



Stability check: which of them is most stable? *w*.



*w*
This record from the Open Molecules 2025 dataset describes C4H5NO2 in the gas phase. The level of theory is ωB97M-V with the def2-TZVPD basis set.

Computed properties:
- SMILES = N/C=C\C(=O)C=O
- frontier orbital gap (eV) = 8.867
- charge = 0
- spin multiplicity = 1
- HOMO level (eV) = -8.998

Each line ends with the Löwdin charge.
Positions of all 12 atoms, in Å:
O1 -1.826 1.393 -1.292  0.065
O2 0.857 -0.520 -1.880  0.061
H1 1.650 -0.365 0.176  0.084
H2 -0.458 -1.163 2.054  0.122
C1 -1.033 0.183 0.570  -0.050
C2 -0.107 -0.611 1.186  -0.157
C3 -0.961 0.731 -0.740  -0.402
C4 0.310 0.518 -1.624  -0.174
H3 -1.997 0.307 1.050  0.109
H4 0.567 1.449 -2.158  0.127
H5 1.766 -1.286 1.604  0.104
N1 1.232 -0.637 1.055  0.111



*x*
This record from the Open Molecules 2025 dataset describes a molecular structure, C4H5NO2. The level of theory is ωB97M-V with the def2-TZVPD basis set.

Computed properties:
- frontier orbital gap (spin up / spin down) (eV) = 7.333 / 7.728
- charge = 0
- spin multiplicity = 1
- HOMO level (spin up / spin down) (eV) = -8.370 / -8.609

Each line ends with the Löwdin charge.
Positions of all 12 atoms, in Å:
O1 -1.691 -0.573 1.365  0.056
H1 0.942 -1.978 0.128  0.150
C1 0.630 -0.936 0.107  -0.315
N1 1.163 -0.008 0.897  0.118
H2 -1.584 -1.642 -0.365  0.129
C2 -0.117 0.635 -0.893  -0.134
O2 0.543 -0.466 -1.282  -0.025
H3 1.269 1.895 -0.053  0.147
H4 -0.562 1.239 -1.680  0.138
C3 -1.134 -0.909 0.356  -0.194
C4 0.553 1.147 0.329  -0.210
H5 -0.075 1.644 1.079  0.142



Stability check: which of them is most stable? *w*.



*w*
This record from the Open Molecules 2025 dataset describes 2 unconnected molecules or ions with the total composition C4H5NO2. The level of theory is ωB97M-V with the def2-TZVPD basis set.

Computed properties:
- SMILES = CC#CO.N#CO
- frontier orbital gap (eV) = 9.198
- charge = 0
- spin multiplicity = 1
- HOMO level (eV) = -9.316

Each line ends with the Löwdin charge.
Positions of all 12 atoms, in Å:
H1 -0.808 2.172 1.264  0.073
O1 0.983 -0.499 -2.070  -0.004
C1 -0.696 1.135 1.579  -0.106
H2 -0.464 -2.610 -0.377  0.146
N1 2.742 0.635 -1.028  0.148
H3 -0.054 1.062 2.457  0.077
C2 -0.627 -0.775 -0.040  -0.168
H4 -1.674 0.882 1.987  0.074
C3 -0.234 0.283 0.472  -0.075
H5 0.079 -0.660 -2.389  0.118
O2 -0.902 -1.832 -0.753  0.087
C4 1.655 0.207 -1.101  -0.371



*x*
This record from the Open Molecules 2025 dataset describes C4H5NO2 in the gas phase. The level of theory is ωB97M-V with the def2-TZVPD basis set.

Computed properties:
- SMILES = O=CC1=NCCO1
- frontier orbital gap (eV) = 10.469
- charge = 0
- spin multiplicity = 1
- HOMO level (eV) = -9.835

Each line ends with the Löwdin charge.
Positions of all 12 atoms, in Å:
H1 -1.595 1.367 -0.425  0.130
O1 0.430 0.592 -0.992  -0.004
C1 0.765 0.149 0.233  -0.394
H2 2.950 -0.360 0.232  0.130
C2 -1.126 0.479 -0.894  -0.066
C3 -1.258 -0.694 0.047  -0.185
H3 -1.374 0.392 -1.939  0.110
H4 -1.064 -1.645 -0.472  0.122
N1 -0.129 -0.410 0.941  0.113
H5 -2.178 -0.799 0.636  0.119
O2 2.409 0.730 1.844  0.086
C4 2.171 0.200 0.790  -0.161



*y*
This record from the Open Molecules 2025 dataset describes C4H5NO2 in the gas phase. The level of theory is ωB97M-V with the def2-TZVPD basis set.

Computed properties:
- SMILES = Oc1c[nH]c(O)c1
- frontier orbital gap (eV) = 7.974
- charge = 0
- spin multiplicity = 1
- HOMO level (eV) = -7.412

Each line ends with the Löwdin charge.
Positions of all 12 atoms, in Å:
C1 -0.174 1.147 -0.192  -0.084
H1 -0.142 2.200 -0.397  0.102
C2 -0.857 0.117 -0.801  -0.356
O1 1.479 -1.564 1.250  0.081
H2 2.023 -1.067 1.872  0.107
H3 -1.971 1.143 -1.954  0.105
H4 1.265 1.123 1.381  0.152
C3 -0.385 -1.095 -0.263  0.039
O2 -1.806 0.211 -1.772  0.050
N1 0.597 0.602 0.836  0.074
H5 -0.667 -2.085 -0.551  0.114
C4 0.637 -0.732 0.591  -0.383



Stability check: which of them is most stable? *y*.



*w*
This record from the Open Molecules 2025 dataset describes C3H4N2O in the gas phase. The level of theory is ωB97M-V with the def2-TZVPD basis set.

Computed properties:
- SMILES = Nc1ncco1
- frontier orbital gap (eV) = 9.341
- charge = 0
- spin multiplicity = 1
- HOMO level (eV) = -8.517

Each line ends with the Löwdin charge.
Positions of all 10 atoms, in Å:
H1 2.384 0.635 0.833  0.115
N1 -0.197 -1.104 -0.080  0.068
C1 0.650 -0.054 -0.197  -0.585
H2 2.218 -1.163 0.333  0.189
C2 -1.351 0.681 0.173  -0.064
C3 -1.488 -0.643 0.044  -0.162
O1 0.025 0.998 -0.230  0.060
H3 -1.974 1.638 0.419  0.142
N2 2.032 -0.021 0.074  0.091
H4 -2.544 -1.128 0.178  0.148



*x*
This record from the Open Molecules 2025 dataset describes C3H4N2O in the gas phase. The level of theory is ωB97M-V with the def2-TZVPD basis set.

Computed properties:
- SMILES = [H]/N=C(/C#N)OC
- frontier orbital gap (eV) = 11.315
- charge = 0
- spin multiplicity = 1
- HOMO level (eV) = -10.816

Each line ends with the Löwdin charge.
Positions of all 10 atoms, in Å:
H1 -1.457 -0.333 0.333  0.055
C1 2.219 -0.019 0.017  -0.115
C2 -1.343 0.665 -0.045  -0.018
O1 0.079 0.730 -0.061  -0.052
H2 -1.686 0.682 -1.061  0.096
N1 3.225 0.548 -0.060  0.195
N2 0.470 -1.563 0.063  0.174
H3 -0.508 -1.758 0.162  0.039
C3 0.839 -0.341 -0.003  -0.494
H4 -1.838 1.390 0.654  0.121



*y*
This record from the Open Molecules 2025 dataset describes C3H4N2O in the gas phase. The level of theory is ωB97M-V with the def2-TZVPD basis set.

Computed properties:
- SMILES = Oc1ccn[nH]1
- frontier orbital gap (eV) = 9.886
- charge = 0
- spin multiplicity = 1
- HOMO level (eV) = -9.257

Each line ends with the Löwdin charge.
Positions of all 10 atoms, in Å:
H1 -2.229 0.252 1.137  0.117
N1 -0.247 -1.089 -0.361  0.023
C1 1.496 0.075 -0.159  -0.174
H2 2.555 0.300 -0.160  0.098
O1 -2.019 0.352 0.199  0.062
C2 -0.687 0.132 0.032  -0.387
C3 0.420 0.932 0.173  -0.017
H3 0.441 1.980 0.431  0.101
N2 1.090 -1.137 -0.502  0.019
H4 -0.819 -1.797 -0.790  0.159



*z*
This record from the Open Molecules 2025 dataset describes C3H4N2O in the gas phase. The level of theory is ωB97M-V with the def2-TZVPD basis set.

Computed properties:
- SMILES = Nc1ncco1
- frontier orbital gap (eV) = 9.465
- charge = 0
- spin multiplicity = 1
- HOMO level (eV) = -8.545

Each line ends with the Löwdin charge.
Positions of all 10 atoms, in Å:
C1 0.592 -0.152 -0.079  -0.551
O1 -0.104 -1.250 0.043  0.032
H1 2.609 -0.733 0.025  0.101
H2 2.207 0.902 -0.360  0.105
H3 -2.169 -1.409 0.358  0.074
N1 -0.057 0.994 -0.067  0.066
N2 1.930 -0.070 -0.302  0.159
C2 -1.375 0.723 0.094  -0.173
H4 -1.994 1.589 0.343  0.117
C3 -1.639 -0.594 -0.056  0.069



Stability check: which of them is most stable? *y*.



*w*
This record from the Open Molecules 2025 dataset describes C3H4N2O in the gas phase. The level of theory is ωB97M-V with the def2-TZVPD basis set.

Computed properties:
- SMILES = C=NOCC#N
- frontier orbital gap (eV) = 11.096
- charge = 0
- spin multiplicity = 1
- HOMO level (eV) = -10.690

Each line ends with the Löwdin charge.
Positions of all 10 atoms, in Å:
H1 -0.708 -1.347 -1.634  0.119
C1 -0.016 -0.765 -1.031  -0.263
N1 1.251 0.846 -2.719  0.136
C2 -0.275 0.762 1.995  0.028
H2 0.663 -1.487 -0.542  0.124
O1 -0.770 -0.213 -0.037  -0.170
H3 0.276 0.862 2.977  0.086
H4 -1.202 1.333 1.830  0.078
C3 0.645 0.214 -1.976  -0.161
N2 0.137 -0.205 1.137  0.024



*x*
This record from the Open Molecules 2025 dataset describes C3H4N2O in the gas phase. The level of theory is ωB97M-V with the def2-TZVPD basis set.

Computed properties:
- SMILES = Oc1c[nH]cn1
- frontier orbital gap (spin up / spin down) (eV) = 7.521 / 7.524
- charge = 0
- spin multiplicity = 1
- HOMO level (spin up / spin down) (eV) = -7.489 / -7.490

Each line ends with the Löwdin charge.
Positions of all 10 atoms, in Å:
C1 -0.898 -0.964 0.162  -0.240
H1 -0.336 2.028 -1.847  0.116
C2 0.125 0.671 -0.608  -0.439
C3 0.940 0.056 0.321  -0.094
H2 0.692 -1.918 1.121  0.131
H3 1.233 0.426 1.300  0.111
N1 -1.049 -0.020 -0.758  0.132
O1 0.365 1.843 -1.209  0.079
H4 -1.468 -0.870 1.096  0.150
N2 0.394 -1.250 0.423  0.054



*y*
This record from the Open Molecules 2025 dataset describes C3H4N2O in the gas phase. The level of theory is ωB97M-V with the def2-TZVPD basis set.

Computed properties:
- SMILES = Cc1ncon1
- frontier orbital gap (eV) = 11.784
- charge = 0
- spin multiplicity = 1
- HOMO level (eV) = -10.722

Each line ends with the Löwdin charge.
Positions of all 10 atoms, in Å:
H1 2.789 1.005 -0.005  0.131
H2 -1.994 -0.513 0.934  0.084
C1 1.844 0.504 0.002  -0.197
N1 0.663 1.007 -0.017  0.145
H3 -2.042 -0.681 -0.817  0.089
O1 1.874 -0.829 0.006  -0.013
H4 -1.936 0.964 -0.059  0.078
C2 -1.613 -0.075 0.003  -0.024
N2 0.542 -1.247 -0.018  0.128
C3 -0.127 -0.133 -0.029  -0.420



Stability check: which of them is most stable? *y*.